Entry 1:
96
Properties=species:S:1:pos:R:3 method="wB97M-V/def2-TZVPD" e_homo_ev=-1.30 total_charge=-2 relative_energy_kcal_mol=15.13
Y 0.548 -1.292 0.264
O -1.188 0.564 1.087
C -1.102 1.659 2.001
C -0.673 2.943 1.318
C 0.687 2.831 0.596
C 0.560 2.446 -0.854
C 0.417 3.449 -1.809
C 0.316 3.115 -3.146
C 0.344 1.778 -3.496
C 0.454 0.830 -2.492
N 0.569 1.149 -1.192
H -1.791 0.792 0.356
H -0.372 1.361 2.752
H -2.072 1.803 2.493
H -0.616 3.716 2.090
H -1.447 3.254 0.607
H 1.331 2.113 1.103
H 1.197 3.795 0.636
H 0.393 4.484 -1.488
H 0.204 3.888 -3.898
H 0.252 1.457 -4.525
H 0.458 -0.242 -2.691
S 1.924 0.007 2.281
C 2.627 -1.516 2.724
S 1.937 -2.968 2.115
C 3.778 -1.530 3.514
C 4.428 -0.314 3.913
N 4.989 0.647 4.226
C 4.402 -2.750 3.935
N 4.926 -3.708 4.310
C 4.898 4.909 0.060
C 4.544 3.518 -0.405
C 4.121 3.290 -1.713
C 3.772 2.014 -2.135
C 3.870 0.952 -1.249
C 4.290 1.155 0.055
C 4.623 2.437 0.471
S 3.314 -0.696 -1.736
C 4.927 -1.203 -2.344
O 3.157 -1.456 -0.446
H 4.428 5.667 -0.568
H 5.979 5.070 0.024
H 4.579 5.070 1.090
H 4.020 4.126 -2.398
H 3.385 1.857 -3.138
H 4.301 0.323 0.748
H 4.910 2.591 1.507
H 5.621 -1.185 -1.503
H 5.234 -0.508 -3.127
H 4.828 -2.214 -2.742
O -6.464 0.260 2.988
C -5.561 0.011 4.059
N -4.451 -0.716 3.524
C -4.308 -2.058 3.738
O -4.999 -2.684 4.519
C -3.206 -2.734 2.965
C -3.124 -4.114 2.992
C -2.126 -4.743 2.268
C -1.236 -3.964 1.549
N -1.306 -2.634 1.527
C -2.270 -2.037 2.222
H -7.284 0.610 3.350
H -6.010 -0.603 4.836
H -5.210 0.954 4.483
H -4.022 -0.319 2.702
H -3.847 -4.669 3.576
H -2.027 -5.819 2.258
H -0.445 -4.413 0.960
H -2.252 -0.956 2.171
C -2.706 -0.797 -1.193
C -3.170 0.482 -1.334
C -3.868 1.183 -0.260
C -4.179 2.515 -0.326
C -3.872 3.293 -1.460
C -3.275 2.618 -2.562
C -2.959 1.297 -2.520
C -4.182 4.684 -1.515
N -4.434 5.814 -1.564
H -2.222 -1.345 -1.992
H -2.961 -1.354 -0.295
H -4.183 0.609 0.609
H -4.692 2.986 0.506
H -3.070 3.187 -3.462
H -2.506 0.822 -3.382
N 0.638 -2.014 -1.642
C 0.587 -3.240 -2.178
C 1.612 -3.796 -3.023
C 1.541 -5.067 -3.561
C 0.449 -5.907 -3.325
C -0.579 -5.407 -2.524
C -0.525 -4.134 -1.980
H 2.479 -3.174 -3.227
H 2.358 -5.423 -4.184
H 0.399 -6.901 -3.752
H -1.454 -6.024 -2.333
H -1.360 -3.759 -1.394

***

Entry 2:
93
Properties=species:S:1:pos:R:3 method="wB97M-V/def2-TZVPD" spin_multiplicity=2 e_homo_ev="-15.35 / -15.32" total_charge=+3 relative_energy_kcal_mol=0.00
Ru -1.161 -0.575 0.678
N -1.268 3.671 1.721
C -1.094 2.544 1.045
N -1.276 1.360 1.566
C -1.672 1.252 2.906
N -1.820 0.064 3.425
N -1.596 -0.937 2.586
C -1.851 -2.169 2.917
C -1.709 -3.146 1.886
C -1.943 -4.512 2.075
C -1.792 -5.382 1.015
C -1.425 -4.873 -0.227
C -1.226 -3.512 -0.359
N -1.350 -2.666 0.661
C -1.909 2.444 3.675
C -2.365 2.424 4.996
C -2.562 3.609 5.673
C -2.320 4.832 5.046
C -1.885 4.874 3.734
C -1.684 3.684 3.051
H -1.091 4.560 1.276
H -0.777 2.622 0.012
H -2.224 -2.382 3.910
H -2.247 -4.858 3.053
H -1.960 -6.442 1.143
H -1.313 -5.525 -1.081
H -0.968 -3.084 -1.320
H -2.578 1.471 5.458
H -2.915 3.588 6.694
H -2.476 5.756 5.586
H -1.706 5.818 3.236
C 4.201 -4.104 3.553
C 3.703 -2.704 3.520
C 3.894 -1.789 4.525
C 3.348 -0.504 4.387
N 2.599 -0.185 3.324
C 2.414 -1.066 2.368
S 1.535 -0.696 0.925
N 2.988 -2.302 2.442
C 3.565 0.540 5.418
H 5.007 -4.208 4.274
H 4.548 -4.433 2.574
H 3.391 -4.768 3.866
H 4.469 -2.054 5.400
H 2.884 -2.922 1.650
H 4.472 0.351 5.988
H 2.726 0.536 6.119
H 3.602 1.524 4.957
S -0.839 -0.048 -1.529
Sb 0.760 0.503 -3.192
C -0.573 0.915 -4.818
C -1.944 0.849 -4.605
C -2.800 1.102 -5.666
C -2.287 1.414 -6.918
C -0.916 1.479 -7.116
C -0.046 1.227 -6.065
C 1.821 2.218 -2.510
C 1.652 3.433 -3.162
C 2.378 4.531 -2.722
C 3.245 4.405 -1.645
C 3.399 3.183 -1.001
C 2.688 2.074 -1.434
C 2.028 -1.205 -3.388
C 2.954 -1.224 -4.423
C 3.754 -2.346 -4.583
C 3.618 -3.426 -3.723
C 2.694 -3.387 -2.687
C 1.891 -2.269 -2.510
H -2.338 0.607 -3.628
H -3.870 1.052 -5.513
H -2.959 1.606 -7.742
H -0.518 1.723 -8.090
H 1.024 1.277 -6.225
H 0.976 3.525 -4.004
H 2.270 5.482 -3.227
H 3.810 5.264 -1.310
H 4.081 3.088 -0.167
H 2.808 1.116 -0.942
H 3.062 -0.383 -5.097
H 4.479 -2.376 -5.385
H 4.234 -4.304 -3.862
H 2.590 -4.232 -2.019
H 1.179 -2.223 -1.694
C -4.762 -1.077 -1.630
C -4.446 -0.086 -0.553
C -5.410 1.038 -0.320
O -3.455 -0.199 0.156
H -5.610 -0.773 -2.235
H -5.002 -2.027 -1.145
H -3.894 -1.261 -2.265
H -6.312 0.939 -0.913
H -4.930 1.990 -0.557
H -5.667 1.076 0.740

***

Entry 3:
94
Properties=species:S:1:pos:R:3 method="wB97M-V/def2-TZVPD" spin_multiplicity=2 e_homo_ev="-12.60 / -12.60" total_charge=+2 relative_energy_kcal_mol=25.62
Sn 0.065 0.121 -0.957
I 5.120 -1.024 4.342
C 3.651 -1.066 2.858
C 2.318 -0.886 3.203
C 1.353 -1.034 2.224
I -0.631 -0.423 2.547
C 1.690 -1.422 0.927
O 0.740 -1.853 0.035
C 3.036 -1.327 0.546
C 3.352 -1.137 -0.917
N 2.782 0.175 -1.356
C 2.990 0.403 -2.801
C 2.041 -0.427 -3.618
C 2.454 -1.115 -4.745
C 1.508 -1.791 -5.503
C 0.184 -1.772 -5.095
C -0.143 -1.073 -3.947
N 0.766 -0.415 -3.222
C 4.013 -1.193 1.524
H 2.038 -0.623 4.214
H 4.435 -1.119 -1.053
H 2.931 -1.917 -1.548
H 3.292 0.898 -0.852
H 2.775 1.455 -3.009
H 4.022 0.202 -3.093
H 3.495 -1.113 -5.037
H 1.803 -2.313 -6.403
H -0.587 -2.287 -5.649
H -1.166 -1.023 -3.601
H 5.059 -1.169 1.246
C -0.892 8.204 -1.287
C -1.490 6.845 -1.634
N -2.413 6.348 -0.618
C -3.709 7.017 -0.463
C -3.782 7.904 0.775
C -2.138 5.328 0.213
O -2.913 4.889 1.047
C -0.786 4.655 0.138
C 0.307 5.123 0.854
C 1.439 4.327 0.959
C 1.417 3.068 0.394
N 0.370 2.612 -0.305
C -0.691 3.406 -0.453
H -0.144 8.479 -2.031
H -0.413 8.179 -0.307
H -1.656 8.980 -1.278
H -0.697 6.113 -1.770
H -2.037 6.917 -2.576
H -4.475 6.245 -0.388
H -3.884 7.602 -1.364
H -3.639 7.308 1.675
H -4.766 8.370 0.828
H -3.031 8.694 0.747
H 0.275 6.096 1.328
H 2.317 4.671 1.487
H 2.257 2.391 0.510
H -1.504 3.034 -1.064
C 1.907 -4.438 -1.138
Ge 0.508 -3.856 0.091
C -1.240 -4.154 -0.693
C -2.124 -3.132 -0.998
C -3.372 -3.410 -1.540
C -3.732 -4.727 -1.787
C -2.850 -5.758 -1.495
C -1.609 -5.477 -0.940
C 0.933 -4.122 1.960
C 2.262 -4.332 2.243
C 2.732 -4.298 3.570
C 1.864 -4.034 4.591
C 0.481 -3.854 4.346
C -0.429 -3.607 5.402
C -1.765 -3.469 5.157
C -2.258 -3.592 3.843
C -1.402 -3.811 2.800
C -0.007 -3.924 3.014
H 1.801 -5.518 -1.258
H 2.912 -4.231 -0.777
H 1.758 -3.975 -2.114
H -1.826 -2.110 -0.806
H -4.062 -2.606 -1.767
H -4.704 -4.956 -2.202
H -3.125 -6.785 -1.693
H -0.933 -6.291 -0.700
H 2.970 -4.523 1.445
H 3.781 -4.469 3.770
H 2.225 -3.981 5.611
H -0.046 -3.539 6.413
H -2.450 -3.278 5.972
H -3.322 -3.515 3.660
H -1.794 -3.920 1.796
F -3.091 0.204 -1.855
C -2.672 0.204 -0.581
F -2.928 1.373 -0.007
H -3.102 -0.622 -0.007

***

Entry 4:
105
Properties=species:S:1:pos:R:3 method="wB97M-V/def2-TZVPD" e_homo_ev=-9.83 total_charge=+1
Nb 11.410 11.901 12.595
C 8.398 7.826 10.499
C 9.082 9.138 10.714
N 9.520 9.922 9.773
O 9.099 9.473 8.506
C 9.218 9.648 12.057
C 8.715 8.964 13.321
N 9.810 10.848 12.209
O 9.875 11.363 13.581
H 8.596 7.431 9.465
H 7.325 8.029 10.663
H 8.623 7.071 11.244
H 9.554 10.042 7.845
H 9.536 8.340 13.723
H 7.831 8.367 13.058
H 8.352 9.723 14.031
C 13.921 6.518 11.021
Si 15.214 7.653 11.879
C 15.134 7.661 13.731
C 16.972 7.252 11.399
C 14.927 9.501 11.409
C 15.996 10.315 11.137
C 15.846 11.706 11.136
C 14.697 12.302 11.510
N 13.610 11.525 11.809
C 13.681 10.192 11.706
S 12.248 9.295 12.159
H 14.356 5.500 10.975
H 13.625 6.879 9.999
H 13.008 6.565 11.597
H 15.068 6.596 14.011
H 14.184 8.165 14.091
H 15.976 8.178 14.176
H 17.161 6.163 11.539
H 17.696 7.795 12.038
H 17.047 7.479 10.310
H 16.986 9.869 10.919
H 16.677 12.363 10.890
H 14.538 13.366 11.550
N 14.861 13.098 20.698
C 14.671 12.428 19.525
C 13.576 11.524 19.392
C 13.120 11.226 18.080
C 13.838 11.604 16.942
C 15.026 12.365 17.083
C 15.433 12.782 18.351
S 13.551 10.999 15.219
O 12.725 9.799 15.275
O 14.829 10.878 14.549
N 12.738 12.256 14.350
C 12.077 13.271 14.979
N 12.396 13.628 16.262
C 11.699 14.738 16.695
C 10.803 15.440 15.872
C 10.497 14.961 14.624
N 11.094 13.809 14.199
H 14.626 12.672 21.601
H 15.454 13.934 20.692
H 13.010 11.204 20.305
H 12.103 10.866 17.991
H 15.602 12.615 16.168
H 16.412 13.319 18.468
H 12.134 15.154 17.610
H 10.351 16.396 16.203
H 9.774 15.356 13.980
F 7.013 5.270 20.042
C 8.360 5.452 19.804
F 8.849 6.255 20.789
F 8.993 4.258 19.835
C 8.590 6.071 18.451
C 8.986 5.275 17.335
C 9.319 5.928 16.191
N 9.316 7.262 15.974
C 8.818 7.938 17.002
C 8.517 7.428 18.237
H 9.194 4.239 17.333
H 9.536 5.315 15.305
H 8.781 9.019 16.866
H 8.173 8.141 18.971
O 11.275 13.349 11.443
C 10.674 14.234 10.526
C 10.447 13.450 9.240
C 9.258 13.323 8.553
C 9.471 12.701 7.273
C 10.790 12.460 7.026
S 11.828 12.772 8.344
C 11.665 15.456 10.374
C 12.418 15.937 11.420
C 13.246 17.021 10.968
C 13.112 17.370 9.643
S 11.973 16.331 8.820
C 9.319 14.772 11.113
C 8.798 15.975 10.701
C 7.597 16.315 11.315
C 7.056 15.311 12.028
S 8.130 13.946 12.157
H 8.304 13.735 8.829
H 8.657 12.605 6.549
H 11.232 11.986 6.135
H 12.486 15.438 12.407
H 13.996 17.497 11.588
H 13.640 18.214 9.166
H 9.306 16.652 9.979
H 6.994 17.229 11.119
H 6.000 15.260 12.440

***

Entry 5:
95
Properties=species:S:1:pos:R:3 method="wB97M-V/def2-TZVPD" e_homo_ev=-4.15 total_charge=-1 relative_energy_kcal_mol=0.00
Pb 0.184 -0.585 -1.346
O 5.521 2.210 -4.013
C 4.508 1.543 -3.400
C 4.529 1.162 -2.030
C 3.382 0.543 -1.504
N 2.330 0.278 -2.292
C 2.322 0.557 -3.586
C 3.389 1.280 -4.173
C 1.080 0.112 -4.320
O 1.009 0.392 -5.525
O 0.072 -0.335 -3.592
C 3.178 0.247 -0.073
O 3.936 0.774 0.737
O 2.160 -0.559 0.202
H 6.271 2.235 -3.423
H 5.409 1.317 -1.407
H 3.319 1.539 -5.248
C -0.701 1.983 2.448
C -0.183 0.550 2.688
P -1.098 -0.721 1.710
C -0.537 -2.223 2.585
C -1.538 -3.128 2.986
C -1.139 -4.385 3.432
C 0.151 -4.831 3.285
C 1.115 -3.928 2.806
C 0.794 -2.624 2.511
C -2.755 -0.379 2.335
C -3.676 0.198 1.479
C -4.966 0.496 1.910
C -5.339 0.329 3.196
C -4.365 -0.132 4.140
C -3.081 -0.502 3.697
P 0.200 2.766 0.965
C 1.762 3.348 1.633
C 2.578 4.181 0.865
C 3.670 4.786 1.377
C 4.080 4.555 2.712
C 3.266 3.653 3.436
C 2.158 3.065 2.931
C -0.697 4.293 0.742
C -1.129 4.916 1.931
C -1.990 6.001 1.763
C -2.148 6.573 0.513
C -1.533 6.085 -0.609
C -0.838 4.922 -0.492
H -0.605 2.659 3.287
H -1.775 2.028 2.182
H 0.877 0.509 2.452
H -0.284 0.248 3.735
H -2.565 -2.784 2.989
H -1.882 -5.058 3.911
H 0.411 -5.848 3.496
H 2.190 -4.266 2.684
H 1.643 -2.020 2.153
H -3.385 0.310 0.422
H -5.695 0.752 1.096
H -6.360 0.636 3.492
H -4.626 -0.237 5.202
H -2.313 -0.951 4.364
H 2.416 4.141 -0.210
H 4.211 5.472 0.699
H 4.906 5.023 3.196
H 3.520 3.342 4.454
H 1.606 2.382 3.629
H -0.757 4.741 2.936
H -2.435 6.478 2.601
H -2.695 7.505 0.486
H -1.788 6.535 -1.598
H -0.398 4.396 -1.340
O -3.695 0.336 -1.937
C -3.564 -0.853 -1.988
C -4.535 -1.866 -2.555
C -3.662 -3.089 -2.958
C -2.463 -2.758 -2.081
O -1.501 -3.652 -2.048
N -2.402 -1.579 -1.557
H -5.053 -1.359 -3.338
H -5.318 -2.142 -1.829
H -3.377 -3.154 -4.036
H -4.109 -4.016 -2.565
C 2.867 -4.032 -1.788
Ge 1.135 -4.078 -2.783
C 0.624 -5.957 -3.049
C 1.246 -3.321 -4.579
C -0.225 -3.101 -1.616
H 2.957 -3.286 -0.915
H 3.582 -3.717 -2.604
H 3.140 -4.998 -1.350
H 1.530 -6.608 -2.856
H 0.309 -6.180 -4.113
H -0.159 -6.209 -2.302
H 1.292 -4.159 -5.285
H 2.160 -2.682 -4.687
H 0.378 -2.705 -4.864
H -0.032 -3.385 -0.617